39
Properties=species:S:1:pos:R:3:forces:R:3:lowdin_charge:R:1 method="wB97M-V/def2-TZVPD" homo_energy_ev=-8.72 e_above_lowest_kj_mol=0.00 smiles="O=C(O)CCCC(=O)Nc1ccccc1Oc1ccccc1" largest_force_ev_per_a=0.64 multiplicity=1
O -1.18229 -3.44995 -4.80283 -0.10 0.05 -0.08 0.102
C -0.86184 -3.47293 -3.64602 0.56 -0.30 -0.05 -0.554
O -1.74953 -3.28027 -2.67470 -0.44 0.11 0.33 0.111
H -1.34061 -3.29005 -1.77984 0.06 -0.03 -0.36 0.071
C 0.57841 -3.69666 -3.19766 -0.17 -0.03 -0.14 -0.094
H 0.58541 -4.32228 -2.30435 0.05 -0.02 -0.04 0.116
H 1.08972 -4.22661 -4.00097 -0.12 0.02 0.04 0.121
C 1.28576 -2.35439 -2.91837 0.06 -0.04 0.16 -0.156
C 1.67644 -2.16679 -1.44278 -0.13 0.01 -0.15 -0.098
C 0.44031 -1.99339 -0.58159 0.58 0.14 -0.17 -0.433
O -0.35457 -2.90663 -0.40908 -0.21 -0.21 0.19 0.036
N 0.28950 -0.75610 -0.06807 0.26 0.47 0.01 0.165
C -0.75141 -0.24211 0.71654 -0.09 0.29 0.18 -0.132
C -1.85719 -0.97334 1.12635 -0.05 -0.11 -0.01 0.002
C -2.84036 -0.37143 1.89258 0.00 0.10 0.03 -0.076
C -2.73549 0.96138 2.24690 -0.03 -0.03 0.02 -0.077
C -1.63726 1.70284 1.84566 0.18 0.05 -0.17 -0.017
C -0.63913 1.10688 1.09253 -0.39 -0.26 0.11 -0.197
O 0.45599 1.79267 0.61279 -0.07 -0.19 -0.16 0.021
C 1.03072 2.78409 1.37529 0.34 0.38 0.23 -0.258
C 1.10837 2.71815 2.76114 -0.10 -0.24 -0.17 -0.021
C 1.76014 3.72122 3.45524 0.02 0.05 -0.01 -0.076
C 2.34012 4.78143 2.77975 0.06 0.09 0.06 -0.094
C 2.27319 4.83488 1.39748 0.01 0.02 0.06 -0.081
C 1.62081 3.84136 0.69218 -0.23 -0.29 -0.05 -0.005
H 1.55852 3.86823 -0.38469 -0.02 0.00 -0.12 0.118
H 2.72725 5.65610 0.86382 0.04 0.06 -0.05 0.105
H 2.84574 5.56098 3.32857 0.04 0.07 0.05 0.101
H 1.81765 3.66777 4.53206 0.01 -0.01 0.09 0.106
H 0.66567 1.88482 3.28713 -0.02 -0.03 0.03 0.122
H -1.55135 2.74671 2.10908 0.01 0.05 0.01 0.124
H -3.50873 1.43341 2.83292 -0.07 0.04 0.05 0.105
H -3.69506 -0.94983 2.20620 -0.08 -0.06 0.02 0.105
H -1.93998 -2.00905 0.84467 0.01 0.00 -0.01 0.105
H 0.99516 -0.05918 -0.27454 -0.03 -0.28 -0.04 0.145
H 2.33682 -1.30388 -1.34874 0.03 -0.02 0.05 0.113
H 2.21339 -3.05404 -1.10126 -0.02 0.06 0.07 0.130
H 0.64431 -1.52525 -3.22810 0.10 0.04 -0.05 0.128
H 2.19582 -2.29642 -3.51648 -0.06 0.05 0.01 0.113